No. 1
{"formula": "C4H5FNO2", "method": "ωB97M-V with the def2-TZVPD basis set", "lumo_energy_ha": 0.1444, "total_charge": -1, "energy_ev": -12531.160, "gap_ev": 6.5, "e_above_lowest_kcal_mol": 33.67, "elements": ["C", "C", "C", "C", "N", "O", "O", "F", "H", "H", "H", "H", "H"], "positions_angstrom": [[-0.47725, 0.06029, 0.59990], [0.72468, -0.18070, -2.06496], [0.54257, -0.63792, 1.40290], [-0.20086, 1.12724, -0.20781], [-1.66186, -0.55168, 0.82020], [-0.17565, -0.15109, -2.80269], [1.78808, -0.55675, -1.72634], [-1.08195, 1.97028, -0.85339], [1.50178, -0.30249, 1.06853], [0.45836, -1.83795, 1.19515], [0.28751, -0.56065, 2.39616], [0.69036, 1.84776, 0.03796], [-2.39576, -0.22635, 0.13440]], "lowdin_charge": [-0.576, -0.524, -0.108, -0.242, -0.012, 0.124, 0.093, -0.082, 0.045, 0.126, 0.026, 0.125, 0.004]}


No. 2
{"formula": "C9H16N3O", "method": "ωB97M-V with the def2-TZVPD basis set", "lumo_energy_ha": -0.1218, "total_charge": 1, "energy_ev": -16100.412, "gap_ev": 8.4, "e_above_lowest_kcal_mol": 110.67, "elements": ["C", "C", "C", "C", "C", "C", "C", "C", "C", "N", "N", "N", "O", "H", "H", "H", "H", "H", "H", "H", "H", "H", "H", "H", "H", "H", "H", "H", "H"], "positions_angstrom": [[-0.51348, -1.77768, 2.81773], [-1.02799, -0.49099, 3.14163], [0.14466, -1.59559, 1.62239], [-0.74882, 0.38209, 2.17153], [0.03224, -0.45090, -1.28571], [-0.09502, 2.41077, -1.54065], [2.00573, 0.27535, 0.05780], [-0.25259, 1.78028, -0.07167], [0.47337, 0.43388, 0.02081], [0.01923, -0.27865, 1.22479], [0.75706, -0.69602, -2.32362], [-0.97737, -1.29708, -1.05259], [-1.37267, -2.19299, -2.02140], [-0.70870, -2.60652, 3.31066], [-1.59017, -0.33083, 4.02440], [0.83588, -2.24763, 1.05514], [-1.07822, 1.30145, 1.83162], [-0.66405, 1.72678, -2.25093], [0.96663, 2.28283, -1.81893], [-0.40256, 3.38861, -1.55498], [2.39364, 0.59842, 0.98015], [2.27687, -0.74929, -0.18754], [2.30880, 0.95886, -0.67415], [0.37001, 2.48366, 0.61119], [-1.31700, 1.62040, 0.24900], [1.69091, -0.22097, -2.61856], [0.33506, -1.32059, -2.98334], [-1.62623, -1.29129, -0.37824], [-2.23521, -2.09638, -2.35655]], "lowdin_charge": [-0.028, -0.062, -0.090, -0.085, -0.211, -0.039, 0.019, -0.146, -0.347, -0.094, 0.236, 0.086, 0.068, 0.057, 0.101, 0.134, 0.070, 0.091, 0.074, 0.044, 0.097, 0.100, 0.059, 0.166, 0.124, 0.210, 0.126, 0.127, 0.111]}


No. 3
{"formula": "C5H7NO", "method": "ωB97M-V with the def2-TZVPD basis set", "lumo_energy_ha": 0.0306, "total_charge": 0, "energy_ev": -8834.460, "gap_ev": 12.0, "e_above_lowest_kcal_mol": 40.18, "elements": ["C", "C", "C", "C", "O", "C", "N", "H", "H", "H", "H", "H", "H", "H"], "positions_angstrom": [[-1.48675, -1.01112, 0.30542], [0.01744, -0.95818, 0.03870], [0.55906, 0.41972, -0.31138], [1.57438, 1.11914, 0.49270], [1.92198, 0.44440, -0.70331], [-0.32079, 1.26027, -1.12994], [-1.05195, 1.91508, -1.74243], [-1.78156, -0.43315, 1.18720], [-1.79558, -2.04884, 0.46552], [-2.04762, -0.62371, -0.55163], [0.58149, -1.33362, 0.89960], [0.26457, -1.60949, -0.80805], [1.64307, 2.20564, 0.44297], [1.92225, 0.65386, 1.41462]], "lowdin_charge": [-0.094, -0.166, -0.450, -0.067, 0.007, -0.129, 0.177, 0.082, 0.076, 0.071, 0.120, 0.127, 0.125, 0.123]}